# 1
Molecular formula: C4H14N2O2
Method: DFT, ωB97M-V with the def2-TZVPD basis set

Structure (ORCA input):
```
! wB97M-V def2-TZVPD RIJCOSX def2/J DEFGRID3
* xyz 0 1
C -0.2718 2.2756 -0.6029
N -0.8888 2.6454 0.6545
C -0.1741 0.7695 -0.7430
C 0.0968 0.3349 -2.2003
N 0.8554 0.2404 0.1584
C 0.5158 -0.9990 0.8569
O 1.1781 -2.1150 0.2801
H 0.7437 2.6540 -0.6359
H -0.7556 2.6837 -1.4969
H -1.8572 2.3458 0.6861
H -0.8972 3.6557 0.7693
H -1.1319 0.3321 -0.4702
H 0.9859 -0.2943 -2.1929
H -0.6746 -0.2150 -2.7343
H 0.3608 1.1807 -2.8453
H 0.9741 0.9497 0.8746
H -0.5278 -1.2252 0.6891
H 0.7808 -0.8750 1.9106
H 2.1272 -1.9631 0.3154
H -0.1075 -4.7969 2.2806
H -0.4977 -3.4012 1.9951
O -0.8343 -4.1828 2.4512
*
```

Calculated values
Structure (SMILES) ... C[C@H](CN)NCO.O
Molecular weight ... 122.168 g mol⁻¹
Frontier orbital gap ... 10.4 eV
Max |F| ... 0.02803 hartree/bohr
Calculated total energy ... -420.77125 Ha
Energy relative to the best compared isomer or geometry (same formula, charge and spin) ... 21.2 kcal per mole

The Löwdin scheme yields these atomic charges, measured in e: C -0.275; N 0.000; C -0.410; C -0.047; N -0.016; C -0.284; O -0.063; H 0.118; H 0.111; H 0.071; H 0.071; H 0.122; H 0.070; H 0.071; H 0.069; H 0.094; H 0.111; H 0.125; H 0.083; H 0.039; H 0.003; O -0.062

=====

# 2
Molecular formula: C7H11N4O2
Method: DFT, ωB97M-V with the def2-TZVPD basis set

Structure (ORCA input):
```
! wB97M-V def2-TZVPD RIJCOSX def2/J DEFGRID3
* xyz 1 1
C -2.6324 2.1562 0.2682
C -1.3339 1.7827 0.2492
C -0.2129 -0.4260 0.3947
C 1.6035 0.9338 0.6928
C -1.2889 -2.4369 -0.6419
C 0.7114 -2.5550 0.9824
C 2.8240 2.0104 -1.0915
N -3.3222 1.0013 0.0217
N -2.5543 0.0003 -0.0557
N -1.2223 0.4502 0.0595
N -0.3060 -1.7146 0.2429
O 1.8530 1.2158 1.7709
O 1.6998 1.1996 -0.4690
H -3.1594 3.0713 0.4246
H -0.4667 2.5312 0.4277
H -2.3048 -2.2928 -0.3375
H -0.9729 -3.5050 -0.7710
H -1.2462 -2.0358 -1.6916
H 0.2130 -3.2511 1.6934
H 1.3476 -1.8631 1.4691
H 1.3459 -3.0891 0.1901
H 3.2327 1.6238 -2.0159
H 3.6354 2.2204 -0.3971
H 2.5566 2.9724 -1.4159
*
```

Calculated values
Molecular weight ... 183.191 g mol⁻¹
Frontier orbital gap ... 9.0 eV
Max |F| ... 0.11967 hartree/bohr
Calculated total energy ... -642.40892 Ha
Energy relative to the best compared isomer or geometry (same formula, charge and spin) ... 121.5 kcal per mole

The Löwdin scheme yields these atomic charges, measured in e: C -0.073; C -0.085; C 0.009; C -0.403; C -0.012; C 0.009; C 0.109; N 0.046; N 0.060; N -0.057; N -0.128; O 0.276; O 0.085; H 0.111; H 0.159; H 0.062; H 0.108; H 0.112; H 0.117; H 0.056; H 0.126; H 0.110; H 0.116; H 0.087

=====

# 3
Molecular formula: C38H45FO2P2
Method: DFT, ωB97M-V with the def2-TZVPD basis set

Structure (ORCA input):
```
! wB97M-V def2-TZVPD RIJCOSX def2/J DEFGRID3
* xyz 0 1
C -2.0232 1.2171 -0.9089
C -1.7274 1.2067 -2.4355
O -0.5493 1.9025 -2.8344
P 0.8434 1.3444 -2.1332
F 0.9374 2.7144 -1.1531
P 0.8881 -0.5065 -3.3625
O 0.6211 -0.2076 -4.8283
H -1.1882 1.5318 -0.2784
H -2.3922 0.2237 -0.6323
H -2.8521 1.9015 -0.6981
H -2.5582 1.7260 -2.9212
H -1.7852 0.1715 -2.7885
H 2.0604 1.7302 -2.7676
H 0.9490 0.5760 -0.9432
H 2.1115 -1.1865 -3.1038
H -0.1379 -1.3494 -2.8166
C 4.8782 -1.2982 1.8924
C 5.6675 -1.7679 0.8499
C 5.4615 -1.3028 -0.4424
C 4.4711 -0.3607 -0.6905
C 3.6837 0.1106 0.3528
C 3.8843 -0.3602 1.6438
H 5.0378 -1.6635 2.8993
H 6.4434 -2.4971 1.0450
H 6.0732 -1.6726 -1.2554
H 4.3147 0.0068 -1.6980
H 2.9138 0.8477 0.1613
H 3.2673 0.0042 2.4555
C 1.0385 2.1097 -6.9919
C 1.1842 2.2320 -8.3686
C 1.3888 3.4822 -8.9402
C 1.4563 4.6116 -8.1339
C 1.3136 4.4905 -6.7573
C 1.1009 3.2409 -6.1876
H 0.8758 1.1371 -6.5443
H 1.1378 1.3512 -8.9966
H 1.4964 3.5766 -10.0138
H 1.6199 5.5855 -8.5785
H 1.3672 5.3708 -6.1284
H 0.9830 3.1474 -5.1149
C -5.5537 4.7997 -4.6282
C -6.7480 4.4501 -4.0106
C -6.7524 4.0517 -2.6799
C -5.5622 4.0114 -1.9634
C -4.3686 4.3645 -2.5805
C -4.3631 4.7548 -3.9139
H -5.5504 5.1069 -5.6661
H -7.6760 4.4874 -4.5671
H -7.6828 3.7732 -2.2007
H -5.5658 3.7052 -0.9242
H -3.4406 4.3349 -2.0216
H -3.4318 5.0245 -4.3956
C 3.2569 -5.1097 6.7582
C 3.3867 -4.9868 5.3807
C 3.5860 -3.7363 4.8098
C 3.6645 -2.6090 5.6185
C 3.5381 -2.7324 6.9964
C 3.3306 -3.9818 7.5662
H 3.0983 -6.0846 7.2030
H 3.3319 -5.8662 4.7512
H 3.6808 -3.6404 3.7351
H 3.8243 -1.6339 5.1747
H 3.6008 -1.8541 7.6263
H 3.2271 -4.0771 8.6395
C -8.6902 4.6983 0.8670
C -7.6513 5.5878 0.6234
C -7.1818 6.4041 1.6446
C -7.7453 6.3243 2.9119
C -8.7818 5.4322 3.1561
C -9.2570 4.6217 2.1331
H -9.0588 4.0641 0.0701
H -7.2083 5.6454 -0.3623
H -6.3763 7.1017 1.4530
H -7.3765 6.9574 3.7090
H -9.2198 5.3691 4.1442
H -10.0683 3.9303 2.3224
C 3.9329 -8.7774 5.3321
C 3.6380 -10.0711 4.9212
C 4.6656 -10.9648 4.6489
C 5.9886 -10.5672 4.7961
C 6.2834 -9.2746 5.2103
C 5.2562 -8.3777 5.4747
H 3.1308 -8.0803 5.5414
H 2.6068 -10.3827 4.8126
H 4.4359 -11.9711 4.3228
H 6.7895 -11.2652 4.5881
H 7.3145 -8.9657 5.3266
H 5.4863 -7.3681 5.7926
*
```

Calculated values
Structure (SMILES) ... CCO[PH2](F)[PH2]=O.c1ccccc1.c1ccccc1.c1ccccc1.c1ccccc1.c1ccccc1.c1ccccc1
Molecular weight ... 614.722 g mol⁻¹
Frontier orbital gap ... 9.5 eV
Max |F| ... 0.05241 hartree/bohr
Calculated total energy ... -2408.00126 Ha

The Löwdin scheme yields these atomic charges, measured in e: C -0.068; C -0.302; O -0.324; P 0.610; F -0.338; P 0.574; O -0.514; H 0.056; H 0.078; H 0.064; H 0.113; H 0.084; H 0.041; H 0.021; H -0.019; H -0.016; C -0.094; C -0.088; C -0.092; C -0.104; C -0.105; C -0.087; H 0.086; H 0.103; H 0.102; H 0.090; H 0.070; H 0.102; C -0.086; C -0.093; C -0.104; C -0.107; C -0.102; C -0.091; H 0.064; H 0.099; H 0.096; H 0.096; H 0.097; H 0.084; C -0.091; C -0.091; C -0.104; C -0.109; C -0.102; C -0.091; H 0.102; H 0.101; H 0.094; H 0.099; H 0.099; H 0.103; C -0.097; C -0.098; C -0.093; C -0.098; C -0.094; C -0.093; H 0.097; H 0.089; H 0.092; H 0.092; H 0.101; H 0.101; C -0.095; C -0.097; C -0.091; C -0.097; C -0.099; C -0.097; H 0.094; H 0.081; H 0.101; H 0.099; H 0.099; H 0.099; C -0.101; C -0.095; C -0.097; C -0.097; C -0.095; C -0.094; H 0.084; H 0.100; H 0.100; H 0.100; H 0.100; H 0.096

=====

# 4
Molecular formula: C23H27N3O3
Method: DFT, ωB97M-V with the def2-TZVPD basis set

Structure (ORCA input):
```
! wB97M-V def2-TZVPD RIJCOSX def2/J DEFGRID3
* xyz 0 1
C 9.1345 2.0282 0.5478
H 10.1225 2.3077 0.1852
O 8.5274 1.3235 -0.5081
C 7.2667 0.8445 -0.3340
C 6.5065 0.9970 0.8234
C 5.2339 0.4653 0.8886
C 4.6938 -0.2267 -0.1926
C 5.4577 -0.3772 -1.3523
C 6.7254 0.1515 -1.4204
H 7.3284 0.0438 -2.3082
H 5.0457 -0.9120 -2.1942
C 3.3632 -0.7787 -0.0984
N 2.5633 -0.7008 0.9280
C 1.4290 -1.3694 0.5648
C 1.5890 -1.8388 -0.7098
O 2.8228 -1.4597 -1.1336
C 0.7006 -2.6144 -1.6070
H 1.0914 -3.6209 -1.7568
H 0.6309 -2.1308 -2.5802
H -0.2829 -2.6677 -1.1501
C 0.2675 -1.5203 1.4881
N -0.9916 -1.3752 0.7778
C -1.2000 -0.0155 0.3121
C -2.4615 0.0407 -0.5408
N -3.5981 -0.3933 0.2463
C -4.8763 -0.0011 -0.1501
C -5.8936 -0.9167 -0.4031
C -7.1773 -0.5079 -0.7247
C -7.4680 0.8363 -0.8136
C -6.4741 1.7727 -0.5659
C -5.1927 1.3759 -0.2253
O -4.1799 2.2538 0.0704
C -4.4672 3.6281 0.1008
H -5.2512 3.8615 0.8287
H -4.7636 4.0038 -0.8847
H -3.5402 4.1135 0.4039
H -6.7220 2.8207 -0.6269
H -8.4620 1.1702 -1.0697
H -7.9414 -1.2468 -0.9146
H -5.6803 -1.9731 -0.3600
C -3.3992 -1.7395 0.7300
C -2.1291 -1.7796 1.5800
H -1.9655 -2.8004 1.9352
H -2.2639 -1.1200 2.4554
H -4.2491 -2.0287 1.3508
H -3.2913 -2.4616 -0.0969
H -2.6257 1.0586 -0.8857
H -2.3290 -0.6184 -1.4156
H -0.3370 0.2860 -0.2845
H -1.3057 0.6854 1.1579
H 0.3802 -0.7885 2.3051
H 0.2912 -2.5234 1.9285
H 4.6363 0.5756 1.7792
H 6.8973 1.5268 1.6777
H 8.5737 2.9333 0.8022
H 9.2406 1.4028 1.4400
*
```

Calculated values
Structure (SMILES) ... COc1ccc(-c2nc(CN3CCN(c4ccccc4OC)CC3)c(C)o2)cc1
Molecular weight ... 393.487 g mol⁻¹
Frontier orbital gap ... 8.5 eV
Max |F| ... 0.02376 hartree/bohr
Calculated total energy ... -1282.59858 Ha
Energy relative to the best compared isomer or geometry (same formula, charge and spin) ... 83.3 kcal per mole

The Löwdin scheme yields these atomic charges, measured in e: C -0.090; H 0.093; O -0.083; C -0.274; C -0.014; C -0.012; C -0.153; C -0.011; C 0.002; H 0.118; H 0.117; C -0.291; N 0.195; C -0.228; C -0.244; O 0.120; C 0.002; H 0.084; H 0.086; H 0.068; C -0.132; N -0.183; C -0.158; C -0.135; N -0.093; C -0.158; C -0.026; C -0.101; C -0.099; C -0.030; C -0.200; O -0.107; C -0.086; H 0.097; H 0.096; H 0.094; H 0.100; H 0.100; H 0.099; H 0.101; C -0.164; C -0.175; H 0.121; H 0.130; H 0.125; H 0.129; H 0.117; H 0.131; H 0.125; H 0.134; H 0.129; H 0.128; H 0.114; H 0.103; H 0.096; H 0.096